DFT (the ωB97M-V functional and the def2-TZVPD basis) results for a single C5H7ClN2 molecule in a non-equilibrium geometry.

Calculated values
E_LUMO	0.742	eV
SMILES	Nc1c[nH]c(CCl)c1
maximum force	6.39	eV Å⁻¹
E_HOMO	-8.0	eV
ΔE to the lowest compared entry with this formula, charge and spin	233.87	kJ/mol

```
! wB97M-V def2-TZVPD RIJCOSX def2/J DEFGRID3
* xyz 0 1
C 1.286 -0.081 -0.198
C 1.000 1.305 -0.158
C -0.704 0.044 0.438
C -2.100 -0.422 0.725
C 0.231 -0.894 0.087
H 2.557 -1.511 -0.896
H 3.185 0.069 -1.117
H 1.292 2.167 -1.006
H -1.142 1.911 0.197
H -2.138 -1.525 0.832
H -2.467 0.103 1.521
H 0.033 -1.941 0.223
N 2.671 -0.584 -0.348
N -0.372 1.374 0.357
Cl -3.335 -0.016 -0.657
*
```